C8H18N3O7P2PbSTe as an isolated structure, computed with ωB97M-V with the def2-TZVPD basis set.

Geometry (Å):
Pb: -0.090712 -2.299404 0.432534
N: 2.605535 -3.312219 0.712524
C: 2.947548 -3.372215 2.132869
C: 1.880368 -2.576199 2.961617
N: 1.246718 -1.346416 2.346485
C: 0.423481 -0.542091 3.317513
C: -0.892916 -1.274619 3.573028
N: -1.654830 -1.469223 2.317728
H: 3.120414 -3.981228 0.183319
H: 2.771026 -2.329939 0.450145
H: 3.950660 -2.974784 2.344515
H: 2.868870 -4.402370 2.413667
H: 2.343975 -2.296996 3.936196
H: 1.079042 -3.312271 3.188638
H: 1.984207 -0.763366 1.922581
H: 0.267349 0.490306 3.063109
H: 0.863270 -0.622911 4.369954
H: -1.497056 -0.777828 4.290711
H: -0.683248 -2.297001 3.971470
H: -1.760896 -0.526276 1.803657
H: -2.574961 -1.872520 2.502813
O: 2.671661 -0.175098 -2.725019
P: 1.487058 -0.471620 -1.653918
O: 2.009512 -0.292710 -0.206073
O: 0.814934 -1.837880 -1.926201
O: 0.335168 0.762319 -1.794154
P: -0.526767 1.067178 -0.425411
O: 0.390075 1.537401 0.816877
O: -1.445854 2.298065 -0.685515
O: -1.232777 -0.236153 -0.042342
H: 2.425847 -0.472234 -3.652255
H: 1.194440 0.956473 0.698860
Te: -3.528995 2.761668 -1.700554
C: -3.239670 3.878989 -3.371349
C: -2.549156 3.485629 -4.498694
C: -2.624798 4.422690 -5.547273
C: -3.383897 5.518642 -5.133147
S: -4.088327 5.368265 -3.578218
H: -2.053367 2.488452 -4.565517
H: -2.270736 4.384812 -6.579719
H: -3.582197 6.414679 -5.665450

Forces on the atoms, in the same order (eV/Å):
Pb 0.0 -0.2 -0.4
N -0.8 1.6 0.9
C -0.7 1.3 -0.2
C -0.1 -0.3 0.8
N 0.7 0.1 0.0
C 0.3 -2.3 2.2
C 0.0 -1.4 -1.1
N 0.0 1.7 -0.5
H 0.4 -0.1 -0.6
H 0.3 -0.8 -0.8
H -0.2 -0.2 0.0
H 0.2 -0.5 0.6
H -0.4 -0.2 -0.5
H 0.2 0.6 -0.1
H -0.5 -0.3 0.3
H 0.2 0.3 -0.6
H 0.1 0.6 -1.4
H -0.3 0.7 0.8
H -0.1 0.8 -0.1
H -0.2 -1.9 1.0
H 0.3 0.2 -0.1
O -1.9 -0.3 -0.3
P -0.1 -1.3 0.5
O -0.5 -0.4 -1.9
O 0.9 2.5 0.6
O 0.8 -0.4 1.2
P -1.8 1.1 -0.2
O 0.1 -0.7 -1.7
O 0.0 -0.9 -0.5
O 0.8 0.8 -0.5
H 0.4 0.4 1.6
H 0.0 0.4 0.1
Te 1.2 -1.0 0.7
C -0.1 -0.5 0.4
C 0.4 -1.2 -0.6
C -0.9 1.3 0.5
C 0.0 -0.8 0.3
S 1.4 0.0 -0.5
H -0.4 1.1 0.1
H 0.3 -0.3 0.6
H -0.3 0.4 -0.6

Total charge: +1
Kohn-Sham gap (alpha / beta): 6.60 / 6.60 eV
ΔE to the lowest compared entry with this formula, charge and spin: 0.5231 eV
Energy: -69345.4080 eV
LUMO energy (alpha / beta): -4.633 / -4.632 eV